{"formula": "C6H10N2O", "method": "ωB97M-V/def2-TZVPD", "e_tot_ev": -11408.933, "homo_lumo_gap_ha": 0.3836, "relative_energy_kj_mol": 304.4, "largest_force_ha_per_bohr": 0.0789, "smiles": "CC#CCNCC#N.O", "charge": 0, "elements": ["C", "C", "C", "C", "N", "C", "C", "N", "H", "H", "H", "H", "H", "H", "H", "H", "O", "H", "H"], "coordinates": [[-4.051635, -0.974270, -0.296824], [-2.813401, -0.224575, -0.078332], [-1.787657, 0.405367, 0.077772], [-0.572648, 1.237461, 0.204477], [0.627647, 0.725278, -0.441518], [1.178857, -0.479973, 0.148018], [2.569999, -0.721874, -0.298351], [3.492495, -0.923177, -1.001923], [-3.833131, -2.012779, -0.580993], [-4.664683, -0.992257, 0.615465], [-4.646689, -0.515436, -1.098956], [-0.786876, 2.227250, -0.223066], [-0.356320, 1.399617, 1.270988], [0.465093, 0.597714, -1.436055], [1.214153, -0.359071, 1.242006], [0.597621, -1.398083, -0.054886], [4.629047, 0.587271, 0.984708], [3.932570, 1.261307, 0.946291], [4.805550, 0.160234, 0.021171]], "atomic_forces_ev_per_a": [[-0.1644, -0.0924, 0.0279], [1.0917, 0.6042, 0.1044], [-1.0442, -0.6298, -0.2172], [-0.1846, 0.1119, 0.2201], [0.2814, 0.0680, -0.1952], [0.0798, -0.1878, 0.9286], [1.5588, -0.7700, -3.3728], [-2.5271, 0.3550, 2.1355], [-0.0576, 0.2798, 0.0740], [0.1847, 0.0038, -0.2530], [0.1756, -0.1321, 0.2202], [0.0870, -0.2450, 0.1066], [0.0073, -0.0337, -0.2649], [0.0764, -0.0055, 0.1586], [-0.1831, 0.0034, -0.2554], [0.2131, 0.1879, 0.0480], [1.0595, -1.0732, -2.2329], [0.4258, -0.3594, -0.6408], [-1.0802, 1.9150, 3.4083]]}